Entry 1:
C2F10N2O14RbS6 | the ωB97M-V functional and the def2-TZVPD basis

charge: -3

Last column: natural (NBO) charge in e.
CARTESIAN COORDINATES (ANGSTROEM)
Rb -8.39 2.48 -16.42  0.957
C -9.43 -0.75 -12.72  0.692
F -10.38 -1.14 -11.86  -0.340
F -8.27 -1.34 -12.38  -0.345
F -9.75 -1.21 -13.93  -0.316
S -9.23 1.13 -12.57  2.333
O -8.65 1.21 -11.25  -1.010
O -8.36 1.49 -13.68  -1.017
O -10.59 1.66 -12.61  -0.986
C -3.62 0.70 -18.28  0.689
F -2.91 1.81 -18.47  -0.327
F -3.07 -0.28 -19.00  -0.338
F -3.47 0.35 -16.98  -0.343
S -5.46 0.93 -18.68  2.320
O -5.37 2.08 -19.58  -0.987
O -5.85 -0.36 -19.21  -0.976
O -6.13 1.27 -17.43  -1.026
N -7.82 5.25 -17.90  -1.146
S -8.86 6.36 -18.15  2.468
O -8.35 7.70 -18.38  -0.955
O -10.05 6.21 -17.36  -0.927
F -9.33 5.99 -19.64  -0.510
S -6.85 6.00 -16.79  2.442
O -7.46 6.78 -15.74  -0.925
O -5.56 6.46 -17.21  -0.922
F -6.47 4.68 -15.98  -0.515
N -10.62 0.97 -17.05  -1.166
S -10.89 -0.50 -17.43  2.461
O -10.63 -0.90 -18.79  -0.939
O -12.05 -1.13 -16.82  -0.946
F -9.67 -1.13 -16.65  -0.499
S -11.89 1.73 -17.87  2.424
O -13.14 1.66 -17.16  -0.917
O -11.91 1.65 -19.30  -0.900
F -11.41 3.24 -17.55  -0.507



Entry 2:
C40H57GaO2S3Se2 | the ωB97M-V functional and the def2-TZVPD basis

charge: 0

Last column: Mulliken charge in e.
CARTESIAN COORDINATES (ANGSTROEM)
Ga -0.97 -1.12 -0.94  -1.020
C -0.14 4.92 3.73  -1.619
C -1.37 4.00 3.69  1.987
C -1.38 3.18 4.98  -2.060
C -2.66 4.83 3.64  -1.735
C -1.29 3.13 2.45  -0.437
C -1.13 1.76 2.50  -0.341
C -1.12 1.01 1.34  0.349
Se -0.86 -0.87 1.57  0.088
C 1.06 -0.88 1.36  0.235
C 1.79 -0.84 2.53  -0.717
C 3.17 -0.79 2.50  -0.925
C 3.76 -0.78 1.24  0.242
C 3.06 -0.85 0.04  -0.632
C 1.65 -0.90 0.08  0.911
O 0.92 -0.95 -1.03  0.245
C 3.81 -0.85 -1.29  2.510
C 5.34 -0.83 -1.11  -2.539
C 3.47 -2.12 -2.08  -1.547
C 3.41 0.40 -2.08  -1.590
C 3.96 -0.75 3.79  2.261
C 3.55 0.49 4.60  -1.681
C 3.64 -2.01 4.61  -1.702
C 5.47 -0.70 3.56  -2.234
C -1.27 1.55 0.05  0.646
O -1.42 0.77 -1.01  -0.257
C -1.26 2.97 -0.01  -0.046
C -1.32 3.69 1.18  -1.057
C -1.13 3.81 -1.29  2.475
C 0.05 4.78 -1.11  -1.849
C -2.43 4.59 -1.50  -1.682
C -0.84 2.98 -2.54  -1.854
H -0.16 5.54 4.63  0.467
H -0.10 5.58 2.87  0.319
H 0.77 4.32 3.74  0.328
H -1.51 3.85 5.83  0.460
H -0.44 2.65 5.12  0.301
H -2.20 2.47 4.99  0.396
H -2.76 5.42 4.55  0.477
H -3.52 4.16 3.57  0.370
H -2.68 5.50 2.79  0.304
H -1.00 1.23 3.44  0.473
H 1.24 -0.86 3.46  0.447
H 4.83 -0.72 1.19  0.617
H 5.68 -1.69 -0.55  0.453
H 5.67 0.08 -0.62  0.423
H 5.81 -0.86 -2.09  0.455
H 3.73 -3.00 -1.50  0.344
H 4.03 -2.14 -3.01  0.523
H 2.41 -2.16 -2.32  0.086
H 3.68 1.29 -1.53  0.318
H 2.34 0.41 -2.26  0.109
H 3.92 0.42 -3.04  0.509
H 2.49 0.47 4.85  0.344
H 3.74 1.40 4.03  0.354
H 4.11 0.54 5.53  0.476
H 2.58 -2.09 4.82  0.324
H 4.18 -2.00 5.55  0.454
H 3.93 -2.90 4.05  0.377
H 5.75 0.20 3.02  0.403
H 5.81 -1.57 3.01  0.426
H 5.99 -0.68 4.52  0.444
H -1.37 4.76 1.10  0.299
H -0.13 5.51 -0.33  0.357
H 0.22 5.33 -2.04  0.475
H 0.95 4.23 -0.87  0.384
H -2.67 5.21 -0.64  0.291
H -3.26 3.91 -1.68  0.243
H -2.34 5.25 -2.37  0.485
H 0.03 2.34 -2.39  0.179
H -0.65 3.65 -3.38  0.586
H -1.69 2.36 -2.79  -0.164
C -3.08 0.00 -4.99  -0.906
C -1.62 -0.39 -4.89  -0.814
S -1.06 -1.49 -3.52  0.334
C -2.25 -2.88 -3.50  -0.558
C -3.64 -2.67 -2.90  -0.784
S -3.67 -1.79 -1.30  0.205
C -4.78 -0.33 -1.49  -0.253
C -5.06 0.21 -2.88  -1.085
S -3.66 1.10 -3.64  0.178
H -3.73 -0.87 -5.06  0.360
H -3.20 0.58 -5.91  0.498
H -1.01 0.50 -4.76  0.346
H -1.31 -0.90 -5.80  0.574
H -1.71 -3.63 -2.91  -0.497
H -2.34 -3.25 -4.52  0.826
H -4.06 -3.66 -2.72  0.543
H -4.29 -2.14 -3.58  0.288
H -4.29 0.43 -0.88  0.006
H -5.72 -0.62 -1.02  0.562
H -5.84 0.97 -2.79  0.502
H -5.42 -0.55 -3.57  0.589
Se -1.25 -3.61 -0.04  -0.043
C -1.20 -5.38 -0.82  0.289
C -0.43 -5.72 -1.92  0.033
C -0.33 -7.05 -2.30  -0.699
C -0.99 -8.03 -1.59  -0.481
C -1.79 -7.68 -0.51  -0.569
C -1.90 -6.36 -0.13  -0.742
H 0.12 -4.96 -2.47  0.458
H 0.29 -7.31 -3.15  0.386
H -0.88 -9.07 -1.87  0.369
H -2.31 -8.44 0.05  0.382
H -2.50 -6.07 0.72  0.364



Entry 3:
C4H11NO2S | the ωB97M-V functional and the def2-TZVPD basis

SMILES: CNC(=O)CCS.O
charge: 0

Last column: natural (NBO) charge in e.
CARTESIAN COORDINATES (ANGSTROEM)
C -0.37 -0.89 2.66  -0.415
N -0.74 -1.14 1.26  -0.599
C -0.54 -0.31 0.21  0.690
O -1.13 -0.49 -0.84  -0.663
C 0.46 0.81 0.36  -0.529
C 1.18 1.10 -0.96  -0.503
S 1.57 2.88 -1.17  -0.048
H 0.36 -1.63 2.99  0.201
H 0.06 0.09 2.78  0.208
H -1.27 -0.95 3.27  0.206
H -1.50 -1.80 1.16  0.402
H 1.19 0.56 1.12  0.220
H -0.02 1.69 0.79  0.245
H 2.16 0.63 -0.98  0.224
H 0.55 0.82 -1.80  0.245
H 0.31 3.28 -1.36  0.120
O -0.94 -1.80 -3.41  -0.955
H -0.23 -1.18 -3.62  0.460
H -1.10 -1.66 -2.47  0.492



no.,molecular weight (g mol⁻¹),HOMO (eV)
1,743.87,-2.52
2,893.74,-7.30
3,137.20,-9.23